Density functional theory data (ωB97M-V with the def2-TZVPD basis set) for a molecular structure, C19H37CoS3Si2.

Results
charge	+1
HOMO-LUMO gap (spin up / spin down)	0.2957 / 0.3223	Ha
electronic energy	-106187.9689	eV
LUMO energy (spin up / spin down)	-2.979 / -2.198	eV
2S+1	2
relative energy (zero: lowest compared OMol25 entry of this formula, charge and spin)	14.1	kJ/mol
E_HOMO (spin up / spin down)	-11.03 / -10.97	eV

Element x y z (Å)
1 Co 1.735 -1.059 -0.252
2 C 3.017 1.214 1.708
3 C 3.917 1.201 0.485
4 S 4.040 -0.401 -0.346
5 C 4.799 -1.433 0.951
6 C 4.078 -2.764 1.126
7 S 2.281 -2.649 1.348
8 C 2.158 -1.721 2.911
9 C 1.150 -0.594 2.812
10 S 1.378 0.494 1.371
11 H 2.865 2.241 2.039
12 H 3.463 0.671 2.540
13 H 4.914 1.555 0.750
14 H 3.532 1.869 -0.288
15 H 4.810 -0.865 1.880
16 H 5.837 -1.623 0.680
17 H 4.507 -3.319 1.961
18 H 4.191 -3.383 0.235
19 H 3.148 -1.347 3.168
20 H 1.859 -2.412 3.699
21 H 1.155 0.009 3.720
22 H 0.139 -0.986 2.684
23 C -0.839 -0.532 -1.540
24 C -0.831 -1.967 -1.109
25 C 0.224 -2.793 -1.224
26 C 1.502 -2.351 -1.775
27 C 1.541 -1.025 -2.285
28 C 0.554 -0.133 -1.951
29 H -1.459 -0.471 -2.453
30 H -1.758 -2.381 -0.736
31 H 0.130 -3.819 -0.888
32 H 2.262 -3.072 -2.039
33 H 2.425 -0.678 -2.805
34 H 0.696 0.887 -2.273
35 C -4.548 1.053 0.441
36 Si -3.313 -0.225 -0.138
37 C -4.047 -0.963 -1.698
38 C -3.231 -1.483 1.262
39 C -1.545 0.418 -0.519
40 Si -1.495 2.281 -0.956
41 C 0.253 2.981 -1.181
42 C -2.172 3.309 0.455
43 C -2.454 2.565 -2.537
44 H -5.477 0.517 0.655
45 H -4.772 1.798 -0.324
46 H -4.253 1.567 1.355
47 H -5.039 -1.359 -1.467
48 H -3.476 -1.770 -2.158
49 H -4.182 -0.181 -2.451
50 H -4.228 -1.635 1.682
51 H -2.604 -1.097 2.072
52 H -2.845 -2.463 0.980
53 H -0.995 0.348 0.426
54 H 0.983 2.462 -0.555
55 H 0.242 4.029 -0.874
56 H 0.616 2.958 -2.211
57 H -1.749 2.989 1.411
58 H -3.253 3.306 0.543
59 H -1.860 4.344 0.296
60 H -2.053 1.979 -3.368
61 H -2.419 3.616 -2.831
62 H -3.505 2.291 -2.415

The molecule's Löwdin atomic charges, reported in e, are given here: -0.087 -0.439 -0.471 0.961 -0.450 -0.460 0.969 -0.448 -0.451 0.949 0.094 0.070 0.096 0.081 0.070 0.090 0.095 0.085 0.071 0.093 0.099 0.080 -0.357 -0.051 -0.103 -0.190 -0.186 -0.078 0.143 0.079 0.117 0.119 0.117 0.087 -0.184 0.503 -0.159 -0.167 -0.349 0.501 -0.177 -0.170 -0.162 0.043 0.031 0.032 0.044 0.031 0.036 0.037 0.027 0.022 0.016 -0.014 0.036 0.035 0.042 0.011 0.037 0.037 0.041 0.023

---

Density functional theory data (ωB97M-V with the def2-TZVPD basis set) for 2 unconnected molecules or ions with the total composition C19H37N5O3PS in a non-equilibrium geometry.

Results
charge	-1
HOMO-LUMO gap	0.1039	Ha
electronic energy	-54013.5785	eV
LUMO energy	1.749	eV
2S+1	1
E_HOMO	-1.08	eV

Element x y z (Å)
1 C 4.303 1.682 0.925
2 N 3.495 2.029 2.131
3 C 2.732 0.870 2.680
4 C 2.668 3.221 1.929
5 O 3.281 4.338 1.903
6 C 1.085 3.276 1.815
7 P 0.444 3.853 0.104
8 C 0.012 2.206 -0.787
9 C -1.189 1.571 0.093
10 N -2.154 0.779 -0.724
11 C 1.788 4.810 -0.839
12 C 2.001 6.318 -0.405
13 S 0.484 7.397 -0.226
14 C -0.385 6.836 1.303
15 N -1.797 6.578 1.169
16 N -2.204 6.108 2.395
17 C -1.053 6.085 3.228
18 O 0.141 6.585 2.595
19 H 3.750 1.874 -0.053
20 H 5.242 2.355 0.913
21 H 4.717 0.610 1.010
22 H 1.769 0.613 2.129
23 H 2.515 1.084 3.792
24 H 3.456 -0.029 2.692
25 H 0.541 2.319 2.117
26 H 0.729 4.085 2.548
27 H -0.462 2.406 -1.820
28 H 0.907 1.505 -0.879
29 H -0.810 0.949 0.977
30 H -1.771 2.456 0.546
31 H -2.877 0.335 -0.132
32 H -2.686 1.461 -1.302
33 H 2.762 4.207 -0.741
34 H 1.470 4.796 -1.947
35 H 2.631 6.446 0.535
36 H 2.619 6.806 -1.253
37 H -1.149 5.723 4.290
38 C -0.661 -2.153 -1.933
39 C -0.911 -3.095 -0.738
40 C -2.432 -3.262 -0.520
41 C -3.154 -4.088 -1.579
42 C -2.262 -5.131 -2.249
43 C -1.029 -5.558 -1.421
44 N -0.251 -4.360 -1.104
45 O 0.904 -4.634 -0.374
46 C -0.186 -6.468 -2.339
47 C -1.483 -6.393 -0.205
48 C -0.379 -2.385 0.526
49 H 0.409 -1.986 -2.086
50 H -1.125 -1.172 -1.773
51 H -1.064 -2.556 -2.866
52 H -2.608 -3.728 0.455
53 H -2.916 -2.276 -0.455
54 H -4.016 -4.580 -1.114
55 H -3.568 -3.428 -2.349
56 H -2.872 -6.005 -2.512
57 H -1.922 -4.721 -3.207
58 H 0.200 -5.909 -3.197
59 H -0.789 -7.297 -2.731
60 H 0.665 -6.908 -1.811
61 H -2.050 -7.273 -0.534
62 H -2.126 -5.835 0.480
63 H -0.630 -6.761 0.371
64 H -0.899 -1.430 0.679
65 H 0.686 -2.154 0.451
66 H -0.539 -2.991 1.423

The molecule's Löwdin atomic charges, reported in e, are given here: -0.085 -0.188 -0.097 -0.401 -0.009 -0.247 0.979 -0.337 -0.357 -0.038 -0.424 -0.525 0.856 -0.583 -0.019 -0.008 -0.121 -0.037 0.086 0.097 0.101 0.082 0.102 0.101 0.066 0.069 0.089 0.079 0.095 0.089 0.073 0.075 0.076 0.093 0.074 0.088 0.128 -0.052 -0.507 -0.163 -0.198 -0.163 -0.536 -0.233 -0.341 -0.066 -0.049 -0.064 0.077 0.036 0.064 0.097 0.094 0.097 0.097 0.104 0.101 0.075 0.065 0.067 0.066 0.062 0.067 0.043 0.065 0.073

---

Density functional theory data (ωB97M-V with the def2-TZVPD basis set) for 3 unconnected molecules or ions with the total composition C19H38BBrN2O8P in a non-equilibrium geometry.

Results
charge	-1
HOMO-LUMO gap	0.2078	Ha
electronic energy	-119689.7725	eV
LUMO energy	2.077	eV
2S+1	1
E_HOMO	-3.58	eV

Element x y z (Å)
1 C -1.472 1.790 3.547
2 P -0.920 2.744 2.027
3 O -2.338 3.119 1.137
4 B 0.236 1.562 0.943
5 C 1.126 0.759 2.103
6 C 2.485 0.293 1.618
7 C 3.265 -0.484 2.710
8 C 2.967 -1.977 2.523
9 N 3.045 -2.755 3.776
10 C -0.560 0.410 0.067
11 C -1.955 0.015 0.536
12 C -2.355 -1.354 -0.071
13 C -1.902 -2.503 0.816
14 N -2.549 -2.530 2.132
15 C 1.142 2.617 0.060
16 C 1.855 2.081 -1.117
17 O 2.043 1.017 -1.446
18 Br 2.664 3.525 -2.319
19 H -0.842 2.134 4.355
20 H -2.491 2.040 3.828
21 H -1.314 0.717 3.470
22 H -3.121 2.963 1.679
23 H 0.562 -0.134 2.374
24 H 1.263 1.441 2.950
25 H 2.410 -0.374 0.768
26 H 3.088 1.144 1.314
27 H 4.330 -0.302 2.644
28 H 2.836 -0.204 3.670
29 H 1.956 -2.027 2.115
30 H 3.623 -2.373 1.754
31 H 2.303 -3.443 3.740
32 H 2.804 -2.132 4.538
33 H 0.056 -0.496 0.123
34 H -0.557 0.666 -0.992
35 H -2.656 0.730 0.124
36 H -2.049 -0.093 1.609
37 H -1.972 -1.433 -1.082
38 H -3.446 -1.403 -0.139
39 H -2.041 -3.460 0.315
40 H -0.831 -2.391 0.976
41 H -3.245 -1.803 2.226
42 H -1.872 -2.395 2.867
43 H 1.825 3.128 0.733
44 H 0.489 3.408 -0.309
45 C -2.865 -7.406 -1.062
46 C -2.589 -7.576 0.412
47 C -3.820 -7.650 1.282
48 O -3.325 -7.180 2.539
49 C -2.282 -6.338 2.272
50 O -1.764 -5.630 3.065
51 O -1.929 -6.427 0.957
52 H -1.931 -7.349 -1.620
53 H -3.448 -8.244 -1.444
54 H -3.408 -6.478 -1.250
55 H -1.941 -8.442 0.576
56 H -4.215 -8.659 1.376
57 H -4.615 -6.978 0.950
58 C 2.287 5.399 -5.544
59 C 2.511 6.820 -5.992
60 C 3.010 7.746 -4.912
61 O 2.544 9.022 -5.379
62 C 1.430 8.795 -6.124
63 O 0.692 9.643 -6.510
64 O 1.280 7.466 -6.366
65 H 1.917 4.791 -6.371
66 H 3.213 4.957 -5.178
67 H 1.538 5.350 -4.753
68 H 3.172 6.841 -6.864
69 H 4.093 7.743 -4.815
70 H 2.558 7.546 -3.938

The molecule's Löwdin atomic charges, reported in e, are given here: -0.314 0.908 -0.391 -0.785 -0.199 -0.238 -0.195 -0.299 -0.017 -0.168 -0.236 -0.211 -0.292 0.001 -0.204 -0.787 0.099 0.512 0.008 0.018 0.005 0.015 0.087 0.084 0.098 0.102 0.098 0.095 0.092 0.102 0.051 0.045 0.083 0.091 0.094 0.072 0.103 0.098 0.084 0.097 0.054 0.058 0.103 0.083 -0.025 -0.344 -0.106 0.055 -0.550 0.171 0.074 0.086 0.087 0.092 0.157 0.135 0.140 -0.047 -0.336 -0.093 0.056 -0.561 0.157 0.083 0.087 0.071 0.071 0.156 0.138 0.143